# 1
Density functional theory data (the ωB97M-V functional and the def2-TZVPD basis) for C18H22N4O3 as an isolated structure.

The geometry in XYZ format:
```
47
Properties=species:S:1:pos:R:3:forces:R:3:lowdin_charge:R:1
C -7.3289 -1.7218 1.4466 5.793 -3.869 -4.056 0.091
H -8.2030 -2.2054 1.2766 -2.581 -1.248 -0.588 0.054
O -6.8004 -1.3927 0.0142 -9.872 -3.943 3.674 0.039
C -5.6966 -0.9236 -0.1891 -1.253 -1.392 2.816 -0.611
C -4.8641 -0.6762 0.6941 3.439 2.598 12.915 -0.012
C -3.7442 0.0078 0.5208 4.777 2.102 -1.855 -0.152
N -2.7685 0.4387 1.4239 1.017 1.827 -15.766 0.239
C -1.7151 1.0898 0.3285 -0.475 -2.135 5.757 0.016
C -2.1199 0.9480 -0.9822 1.412 0.213 2.616 -0.208
N -1.2383 1.2975 -1.9187 -0.554 1.897 -2.379 0.178
C -0.2211 2.0747 -1.5411 -9.255 -5.817 -0.422 -0.156
N 0.1860 2.1471 -0.3907 3.687 -0.567 9.063 0.024
C -0.4274 1.4753 0.7256 0.217 5.674 5.354 -0.200
O -0.0121 1.9135 2.0106 -1.613 -3.322 -6.138 -0.137
C 1.5933 2.6104 -0.1930 -0.111 -5.801 3.942 -0.066
H 1.6303 3.5023 -0.5418 1.047 5.477 -3.858 0.062
C 2.7609 1.4824 -0.3510 0.121 8.135 -1.979 -0.160
H 2.6454 1.3351 -1.3833 0.602 -1.356 -1.513 0.081
H 3.7814 2.2478 -0.2708 -2.615 -2.555 0.133 0.202
C 2.5939 0.4097 0.5599 -0.307 -3.986 -2.074 -0.142
N 3.6659 -0.5830 0.2234 -0.071 6.906 17.857 -0.187
C 3.7645 -1.0509 -0.8538 4.620 -8.165 -15.062 -0.393
H 2.9103 -1.3852 -1.3180 -2.628 -1.114 -0.840 0.111
C 4.7929 -2.2721 -0.7295 1.631 2.620 -10.359 -0.176
O 6.0973 -1.7399 -0.6276 -0.425 -0.701 5.136 -0.130
C 6.0210 -1.2983 0.8736 0.037 -0.929 -2.706 -0.124
C 5.0017 -0.3047 0.8189 -1.866 8.691 1.755 -0.185
H 4.8882 0.4533 1.7903 -0.113 -2.929 -1.335 0.186
H 5.3676 0.6149 0.2868 0.283 -0.863 -0.781 0.118
H 6.9678 -1.0545 1.2797 0.875 0.701 -0.071 0.119
H 5.5414 -1.9500 1.5384 0.036 -2.711 0.487 0.106
H 5.0285 -2.7743 -2.0131 -1.522 1.216 3.555 0.203
H 4.4483 -3.0520 -0.2305 -0.832 -3.384 3.186 0.054
H 4.2712 -0.5429 -1.7500 -0.120 0.761 0.644 0.143
H 1.6743 -0.2388 0.1768 1.099 1.646 1.561 0.184
H 2.5915 0.8400 1.5356 -0.196 -0.840 1.113 0.122
H 1.6740 2.8957 0.8234 -0.438 -0.176 1.487 0.100
H 0.4913 2.2506 -2.0776 6.873 2.668 -7.844 0.063
C -3.3652 0.3423 -0.8742 -2.585 -0.936 0.850 -0.099
C -4.3501 0.0214 -1.7942 3.232 -1.094 -2.621 0.018
C -5.3361 -0.7688 -1.3582 -2.490 1.539 -12.975 -0.066
H -6.2716 -0.9477 -2.0154 1.976 -0.084 0.085 0.179
H -4.0808 0.0010 -2.8968 -0.677 0.719 1.387 0.152
H -2.6896 0.4184 2.2897 0.939 -0.178 9.737 0.016
H -5.2234 -0.5762 1.8190 0.762 -0.875 -2.097 0.177
H -6.5380 -2.4599 1.8742 -1.501 1.328 -0.476 0.138
H -7.3945 -0.8985 1.9699 -0.377 4.251 2.683 0.028
```
Positions in Å, forces in eV/Å.

The value obtained for the molecular weight is 342.40 g mol⁻¹. The HOMO energy is -8.019 eV. As for the lowest unoccupied orbital energy: 0.000 hartree. Its energy above the lowest of the compared OMol25 structures with the same formula, charge and spin is 439.2 kcal per mole. Its orbital gap is 8.0157 eV.

# 2
Density functional theory data (the ωB97M-V functional and the def2-TZVPD basis) for C18H22N6O2 in the gas phase.

The geometry in XYZ format:
```
48
Properties=species:S:1:pos:R:3:forces:R:3:lowdin_charge:R:1
O 0.0232 -0.2096 2.3797 -0.415 0.444 -0.632 0.057
N -0.3970 -2.2521 -1.2194 -1.809 -0.448 2.093 0.160
N 1.3073 -0.7971 -1.8989 0.665 1.606 0.539 0.147
N 2.4401 -6.8110 -2.9088 0.221 -1.097 0.552 0.076
N 1.4289 -6.2906 -0.8548 -0.965 0.461 0.795 0.067
O -2.0040 4.0199 1.5485 -0.245 -1.291 -0.831 -0.081
C -0.0695 0.3931 1.3024 0.414 1.122 3.493 -0.399
C 2.2497 -7.0181 -1.5898 0.478 1.013 -0.913 -0.207
C 0.5146 -1.8421 -2.0470 1.601 -0.682 -1.314 -0.425
C -0.5640 -1.5235 -0.1055 0.639 -0.254 -1.351 -0.006
C 1.1010 -0.0443 -0.8189 0.687 0.097 -1.859 -0.062
C 1.7255 -5.8590 -3.5070 0.918 -0.808 0.618 -0.093
C 0.7255 -5.3040 -1.4328 0.655 -0.399 -0.327 -0.049
C 0.1582 -0.3729 0.1048 -0.716 0.248 -0.359 -0.165
C 0.8960 -5.0379 -2.7998 -1.130 0.763 0.472 -0.144
N 0.7995 -2.5893 -3.1606 -1.634 -0.727 0.257 0.138
N -0.2563 1.7698 1.2987 0.270 -1.062 -0.182 -0.027
C -0.4014 -4.0008 -4.8393 -0.268 -1.007 -0.347 -0.080
C -1.3200 -4.0255 -3.6338 -0.197 0.955 -0.413 -0.067
C 0.1850 -3.8853 -3.4453 -0.092 0.147 -0.304 -0.397
C -2.3993 4.0959 -0.8431 -0.019 0.008 1.382 -0.032
C -0.6211 2.5279 0.1310 -1.776 -0.647 -1.211 -0.111
C -1.7466 4.0413 3.9483 -0.797 -0.195 -0.210 -0.036
C -0.3265 2.5738 2.5343 -0.178 -0.667 0.148 -0.083
C -2.0150 3.1974 0.3352 0.657 0.797 -0.208 -0.326
C -1.7173 3.1926 2.6810 0.361 0.197 0.332 -0.382
H 2.8825 -7.7415 -1.0318 -0.554 0.351 -0.809 0.115
H -1.2532 -1.8219 0.6483 -0.621 -0.492 0.262 0.125
H 1.6910 0.8712 -0.7536 0.010 -0.260 0.165 0.134
H 1.8747 -5.7566 -4.5699 -0.009 0.136 -0.229 0.116
H 0.0397 -4.6880 -0.8188 0.530 -0.551 -0.380 0.118
H 1.6155 -2.3119 -3.6697 0.141 0.019 -0.176 0.141
H -0.3172 -4.9499 -5.4174 0.120 0.838 0.633 0.113
H -0.4248 -3.1105 -5.4653 0.183 -0.156 0.277 0.104
H -1.8447 -4.9716 -3.4344 0.653 0.479 0.249 0.117
H -1.9391 -3.1310 -3.4674 0.416 -0.511 -0.022 0.105
H -3.3809 4.5275 -0.6568 -0.072 -0.074 -0.111 0.086
H -2.3855 3.5715 -1.7724 -0.112 -0.522 -0.615 0.072
H -1.7030 4.9038 -0.9059 0.540 0.654 -0.094 0.074
H -0.6788 1.9009 -0.8125 0.016 0.425 1.295 0.148
H 0.0937 3.2840 -0.0892 0.788 0.890 0.015 0.119
H -2.7907 4.3137 4.1880 0.543 0.020 -0.062 0.090
H -1.3367 3.4656 4.7818 -0.086 0.073 -0.033 0.083
H -1.1558 4.9404 3.8144 0.079 0.176 -0.019 0.082
H 0.4330 3.3685 2.4558 -0.239 -0.123 0.093 0.144
H -0.1435 1.9756 3.4511 0.145 0.032 -0.943 0.137
H -2.7731 2.4181 0.3874 -0.103 -0.264 0.533 0.143
H -2.4689 2.3792 2.7776 0.306 0.286 -0.249 0.159
```
Positions in Å, forces in eV/Å.

Its SMILES is C[C@@H]1CN(C(=O)c2cnc(NC3(c4cncnc4)CC3)nc2)C[C@H](C)O1. The value obtained for the molecular weight is 354.41 g mol⁻¹. The HOMO energy is -8.867 eV. As for the lowest unoccupied orbital energy: 0.014 hartree. Its energy above the lowest of the compared OMol25 structures with the same formula, charge and spin is 56.3 kcal per mole. Its orbital gap is 9.2570 eV.

# 3
Density functional theory data (the ωB97M-V functional and the def2-TZVPD basis) for C18H22N8O3 in the gas phase.

The geometry in XYZ format:
```
51
Properties=species:S:1:pos:R:3:forces:R:3:lowdin_charge:R:1
C -2.0521 1.4881 2.1868 -0.006 0.016 0.009 -0.008
C -2.0524 -0.0370 2.1412 0.057 -0.075 0.000 -0.437
C -2.6579 -0.6228 3.4319 -0.003 -0.002 0.008 -0.208
O -2.3237 0.0650 4.6082 0.008 0.004 0.000 -0.056
C -2.9064 -0.5499 0.9700 -0.029 0.106 0.031 -0.109
N -2.3405 -0.1962 -0.3114 -0.126 -0.047 -0.081 0.085
C -1.7946 -1.1127 -1.1408 0.095 0.026 0.047 -0.456
O -1.8113 -2.3173 -0.9440 0.003 -0.004 0.003 0.058
C -1.0559 -0.5177 -2.2984 0.001 -0.011 -0.001 -0.173
C -0.3362 -1.3473 -3.0816 0.008 0.007 0.002 0.032
N 0.4450 -0.7747 -4.0480 0.006 -0.001 0.013 0.029
C 1.3557 -1.2515 -4.9407 -0.005 0.010 -0.010 -0.125
N 1.8996 -0.2557 -5.5915 -0.006 -0.012 -0.005 0.034
N 1.3667 0.9106 -5.1392 0.012 0.010 0.017 0.066
C 0.4985 0.5933 -4.2070 -0.016 -0.006 -0.021 -0.295
C -0.3125 1.3891 -3.3465 0.002 -0.003 0.005 -0.049
N -1.0465 0.8564 -2.4254 -0.009 -0.002 0.003 0.127
N -0.6941 -0.5492 1.8912 0.006 -0.010 -0.010 0.158
C 0.3638 -0.4320 2.7100 -0.025 -0.040 0.025 -0.461
O 0.3218 0.0765 3.8250 0.010 0.018 -0.008 0.049
C 1.6686 -1.0387 2.1986 0.005 0.002 -0.011 -0.016
C 1.8603 -1.1043 0.7220 0.008 0.002 0.007 -0.222
C 1.7087 -2.1249 -0.1744 -0.001 0.001 0.001 -0.094
N 2.0502 -1.7159 -1.4413 -0.008 0.005 -0.007 0.069
C 2.4031 -0.4627 -1.3116 0.009 -0.005 0.011 -0.156
N 2.2961 -0.0288 -0.0285 0.002 0.007 -0.016 0.009
C 2.6722 1.2628 0.4698 -0.018 0.010 0.006 -0.242
C 2.2439 2.4717 -0.3036 0.007 -0.004 -0.002 -0.076
C 1.6011 2.1586 1.0168 -0.012 -0.012 -0.001 -0.072
H -3.0508 1.8525 2.4307 0.000 0.000 -0.002 0.099
H -1.3711 1.8504 2.9535 0.000 -0.005 0.003 0.086
H -1.7464 1.9119 1.2279 -0.003 -0.009 -0.007 0.074
H -3.7466 -0.5701 3.3470 0.002 0.000 -0.005 0.128
H -2.3814 -1.6841 3.4838 0.004 0.000 -0.005 0.134
H -1.3530 0.1304 4.6311 -0.003 0.001 -0.008 0.055
H -2.9783 -1.6374 1.0026 0.004 0.000 -0.005 0.134
H -3.9114 -0.1361 1.0653 0.005 0.011 -0.002 0.136
H -2.2439 0.7692 -0.5871 -0.007 -0.001 -0.002 0.117
H -0.3156 -2.4166 -2.9485 -0.002 -0.001 -0.002 0.144
H 1.5846 -2.2958 -5.0617 0.000 0.000 0.000 0.130
H -0.2983 2.4672 -3.4566 0.003 0.001 -0.003 0.123
H -0.5274 -1.0214 1.0136 0.004 0.008 0.002 0.120
H 2.4689 -0.4798 2.6833 0.003 0.000 0.004 0.129
H 1.7107 -2.0534 2.6010 0.000 0.007 0.003 0.138
H 1.3738 -3.1304 0.0249 0.000 0.001 0.003 0.115
H 2.7475 0.1864 -2.1032 0.004 -0.004 -0.001 0.134
H 3.6450 1.2886 0.9443 0.000 -0.003 0.006 0.152
H 2.9407 3.2944 -0.3651 0.000 0.000 -0.001 0.106
H 1.6503 2.3042 -1.1917 -0.001 0.002 -0.003 0.088
H 0.5907 1.7752 0.9877 0.006 0.000 0.010 0.085
H 1.8407 2.7622 1.8799 0.007 0.003 -0.003 0.113
```
Positions in Å, forces in eV/Å.

Its SMILES is C[C@@](CO)(CNC(=O)c1cn2cnnc2cn1)NC(=O)Cc1cncn1C1CC1. The value obtained for the molecular weight is 398.43 g mol⁻¹. The HOMO energy is -9.113 eV. As for the lowest unoccupied orbital energy: -0.010 hartree. Its energy above the lowest of the compared OMol25 structures with the same formula, charge and spin is 0.5 kcal per mole. Its orbital gap is 8.8479 eV.

# 4
Density functional theory data (the ωB97M-V functional and the def2-TZVPD basis) for a 2-piece molecular cluster, C18H22NO overall.

The geometry in XYZ format:
```
42
Properties=species:S:1:pos:R:3:forces:R:3:lowdin_charge:R:1
C 2.8182 -2.5700 1.0687 0.375 0.136 0.093 0.004
C 1.5194 -1.8185 1.1700 -0.517 -0.114 0.067 -0.488
N 0.4430 -2.5933 0.7688 1.309 0.146 0.056 0.116
C -0.8508 -2.1635 0.7149 -1.782 0.851 0.162 -0.275
C -1.3884 -1.0105 1.1749 0.589 -0.529 -0.343 -0.048
C -2.8701 -0.9824 1.0050 -0.543 -1.114 -0.075 -0.179
C -3.1739 -2.2604 0.1421 -0.056 0.287 -0.170 -0.160
C -1.8847 -3.1117 0.1278 0.102 0.254 0.304 -0.125
O 1.3993 -0.6617 1.5543 0.263 -0.808 -0.466 0.051
H 2.6663 -3.6563 1.1273 0.144 0.347 -0.049 0.086
H 3.3103 -2.3159 0.1196 -0.092 -0.127 0.202 0.090
H 3.4693 -2.2411 1.8797 -0.008 -0.099 -0.098 0.091
H 0.6349 -3.5253 0.4214 -0.007 0.292 0.173 0.148
H -0.8380 -0.2370 1.6924 -0.002 -0.120 -0.093 0.094
H -3.3621 -1.0977 1.9802 0.024 0.287 -0.115 0.112
H -3.2721 -0.0841 0.5278 0.079 0.028 0.109 0.089
H -4.0375 -2.8273 0.5135 0.248 0.237 -0.125 0.109
H -3.3991 -1.9499 -0.8858 -0.073 -0.093 0.192 0.097
H -1.6015 -3.4246 -0.8899 -0.094 -0.038 0.291 0.112
H -1.9752 -4.0177 0.7556 0.078 0.305 -0.268 0.124
C 1.0106 0.9043 -2.2720 -0.290 -0.610 -0.899 -0.100
C 0.0174 0.2536 -3.2996 0.429 0.128 0.781 -0.123
C -1.3342 0.5599 -2.7124 1.153 0.898 1.018 0.068
C -1.2142 1.2683 -1.5215 -0.513 -0.756 -0.822 0.009
C 0.1531 1.4432 -1.1777 0.556 1.069 -0.342 -0.077
C 0.6932 2.2350 -0.1079 -0.003 0.326 0.331 -0.165
C -0.1658 2.9807 0.7482 0.284 -0.163 0.074 0.015
C 0.3495 3.6914 1.8296 0.004 -0.119 -0.232 -0.037
C 1.7346 3.6994 2.0699 -0.233 -0.286 -0.217 -0.015
C 2.6092 3.0356 1.1939 -0.206 -0.017 -0.152 -0.037
C 2.1010 2.3448 0.1019 -0.362 -0.173 0.049 0.009
H 1.7905 0.2007 -1.9517 -0.269 0.164 0.148 0.137
H 1.5433 1.7383 -2.7566 -0.142 -0.118 0.255 0.151
H 0.1649 0.6699 -4.3101 -0.299 -0.134 0.312 0.136
H 0.2057 -0.8295 -3.3763 -0.269 0.251 -0.053 0.132
H -2.2614 0.2916 -3.2069 0.007 0.069 0.162 0.129
H -2.0439 1.6570 -0.9307 0.231 -0.316 -0.230 0.119
H -1.2314 3.0144 0.5185 0.269 -0.068 0.317 0.117
H -0.3291 4.2346 2.4915 0.283 -0.157 -0.259 0.120
H 2.1327 4.2253 2.9423 -0.153 -0.167 -0.351 0.124
H 3.6866 3.0528 1.3704 -0.389 0.065 -0.087 0.121
H 2.7806 1.8776 -0.6110 -0.125 -0.015 0.349 0.121
```
Positions in Å, forces in eV/Å.

The value obtained for the molecular weight is 268.38 g mol⁻¹. The HOMO energy is -10.841 eV. As for the lowest unoccupied orbital energy: -0.199 hartree. The net charge is +1. Its energy above the lowest of the compared OMol25 structures with the same formula, charge and spin is 14.9 kcal per mole. Its orbital gap is 5.4139 eV.

Listing strongest force on any atom for the structures above in their given order: 0.3723, 0.0718, 0.0031, 0.0385 Eh/bohr.